Density functional theory data (wB97M-V/def2-TZVPD) for a single C2H4S2 molecule at a distorted geometry.

Geometry as XYZ:
```
8
Properties=species:S:1:pos:R:3:forces:R:3
C 0.429041 0.743085 -0.062584 -2.329 -0.244 1.668
C 0.253171 -0.733701 0.004667 -2.546 1.449 -0.809
H 0.007013 1.029640 0.932213 0.286 0.623 -0.688
H -0.226108 1.109284 -0.843780 0.185 0.586 -0.168
H 1.459679 1.000909 -0.109071 0.562 0.312 -0.309
H -2.026584 -0.153174 0.149022 0.411 -1.292 -0.225
S -1.420832 -1.402856 -0.042384 0.344 1.794 0.412
S 1.524619 -1.593191 -0.028080 3.087 -3.228 0.119
```
Positions in Å, forces in eV/Å.

## Properties
E_HOMO in eV: -8.686
Gap between HOMO and LUMO in eV: 8.8
SMILES string: CC(=S)S
Calculated total energy in eV: -23808.404
Relative energy (zero: lowest compared OMol25 entry of this formula, charge and spin) in eV: 0.4746
Charge: 0

The molecule's Löwdin atomic charges, reported in e, are given here:
1 C -0.22
2 C -1.34
3 H 0.09
4 H 0.07
5 H 0.05
6 H -0.09
7 S 0.71
8 S 0.73


Density functional theory data (wB97M-V/def2-TZVPD) for a single C18H12F4N2O2 molecule at a distorted geometry.

Geometry as XYZ:
```
38
Properties=species:S:1:pos:R:3:forces:R:3
F -3.272148 -2.816378 -2.571721 1.230 0.788 -0.216
C -2.170401 -1.988153 -2.671956 -0.253 0.080 0.534
C -1.487861 -1.900607 -3.879497 -0.101 0.041 -0.032
C -0.415432 -1.016254 -3.929061 0.397 -0.009 -0.170
F 0.312556 -0.913866 -5.093540 -0.746 -0.066 0.955
C -0.021909 -0.250838 -2.833356 -0.170 -0.285 -0.190
C -0.695490 -0.395638 -1.613454 -0.470 -0.293 -0.629
C -0.157749 0.427166 -0.465121 -0.013 0.129 -0.294
C -1.121845 1.168456 0.440513 -0.867 0.295 0.243
C -0.608652 2.273734 1.129235 0.123 0.229 0.318
C -1.415989 2.995638 1.995411 -0.115 0.115 0.130
F -0.907440 4.121147 2.599371 -0.433 -1.067 -0.406
C -2.734441 2.622921 2.266862 0.159 0.079 -0.364
C -3.237230 1.568670 1.513850 -0.363 -0.297 -0.077
F -4.544987 1.176165 1.712775 1.204 0.490 -0.203
C -2.485574 0.872706 0.563858 0.038 0.041 0.502
C -1.782563 -1.275114 -1.532952 -0.308 -0.374 -0.625
H -1.795293 -2.492899 -4.739239 0.138 0.191 0.177
H 0.815154 0.441252 -2.920154 -0.172 -0.217 -0.084
H 0.417918 1.213802 -0.945065 0.171 0.033 0.063
H 0.430657 2.557746 0.985611 -0.301 0.076 0.077
H -3.352603 3.164001 2.975777 0.106 -0.092 -0.121
H -2.966620 0.107019 -0.034921 0.038 0.315 0.368
H -2.313487 -1.470864 -0.606104 0.278 -0.037 -0.412
C 4.073690 0.418538 1.870402 0.292 0.276 0.130
N 2.925434 -0.352991 1.429142 0.064 0.455 -0.286
C 1.993717 0.366175 0.694621 0.278 0.776 -0.263
O 2.204206 1.559851 0.445543 -0.443 -1.619 0.157
N 0.861128 -0.341271 0.285076 0.303 0.169 0.437
C 0.651103 -1.696083 0.621058 -1.409 -0.449 -0.090
O -0.448830 -2.240257 0.515559 1.320 0.894 0.175
C 1.811705 -2.392118 1.095265 0.922 -0.297 0.652
C 2.884711 -1.710759 1.547636 -0.575 -0.430 -0.387
H 4.778108 -0.256383 2.362196 -0.126 0.142 -0.065
H 4.550015 0.904039 1.009153 -0.074 -0.109 0.311
H 3.740027 1.192575 2.572711 0.217 -0.173 -0.194
H 1.728916 -3.463663 1.194992 0.028 0.053 0.036
H 3.757498 -2.177466 2.009526 -0.367 0.144 -0.155
```
Positions in Å, forces in eV/Å.

## Properties
E_HOMO in eV: -9.242
Gap between HOMO and LUMO in eV: 9.6
SMILES string: Cn1ccc(=O)n(C(c2cc(F)cc(F)c2)c2cc(F)cc(F)c2)c1=O
Calculated total energy in eV: -36806.305
Relative energy (zero: lowest compared OMol25 entry of this formula, charge and spin) in eV: 0.0000
Charge: 0

The molecule's Löwdin atomic charges, reported in e, are given here:
1 F 0.04
2 C -0.21
3 C 0.07
4 C -0.23
5 F 0.04
6 C 0.05
7 C -0.14
8 C -0.15
9 C -0.11
10 C 0.04
11 C -0.23
12 F 0.04
13 C 0.07
14 C -0.22
15 F 0.04
16 C 0.06
17 C 0.02
18 H 0.13
19 H 0.13
20 H 0.14
21 H 0.11
22 H 0.13
23 H 0.10
24 H 0.11
25 C -0.01
26 N -0.06
27 C -0.39
28 O 0.05
29 N 0.15
30 C -0.38
31 O 0.08
32 C 0.02
33 C -0.03
34 H 0.09
35 H 0.10
36 H 0.10
37 H 0.12
38 H 0.14